1.
{
  "formula": "C24H44Cl3IrN2O4Si",
  "method": "ωB97M-V/def2-TZVPD",
  "symbols": ["C", "C", "H", "H", "H", "C", "C", "H", "H", "H", "H", "Ir", "Cl", "Cl", "C", "O", "N", "C", "C", "H", "H", "H", "H", "H", "H", "H", "H", "H", "C", "C", "N", "H", "C", "O", "H", "H", "H", "H", "O", "C", "C", "C", "H", "C", "H", "C", "H", "C", "C", "H", "H", "H", "Si", "Cl", "C", "C", "C", "H", "H", "H", "H", "H", "H", "H", "H", "H", "C", "C", "C", "O", "C", "H", "H", "H", "H", "H", "H", "H", "H"],
  "xyz": [[-2.51, 3.08, -1.91], [-2.24, 1.71, -2.45], [-2.22, 3.87, -2.60], [-1.93, 3.21, -1.00], [-3.57, 3.22, -1.67], [-2.16, 1.38, -3.76], [-2.27, 2.38, -4.84], [-1.92, 0.35, -4.06], [-1.73, 3.31, -4.62], [-3.32, 2.66, -5.02], [-1.86, 1.98, -5.77], [0.67, 0.20, 1.62], [-1.43, 0.24, 2.62], [2.22, 1.28, 2.97], [-0.78, -2.39, 0.84], [-0.04, -1.49, 0.37], [-0.64, -3.68, 0.52], [0.41, -4.14, -0.39], [-1.68, -4.65, 0.86], [-1.61, -2.19, 1.54], [1.38, -3.71, -0.12], [0.18, -3.90, -1.44], [0.45, -5.23, -0.29], [-2.29, -4.23, 1.66], [-1.21, -5.58, 1.19], [-2.32, -4.86, -0.01], [1.33, 2.42, -2.19], [1.18, 0.23, -4.02], [2.31, 1.93, -2.05], [2.13, -0.04, -3.52], [2.18, 0.48, -2.16], [2.75, 2.22, -1.09], [2.08, -0.34, -1.12], [2.21, 0.01, 0.10], [2.23, -1.13, -3.50], [1.93, -1.41, -1.40], [2.96, 2.26, -2.87], [2.95, 0.41, -4.10], [-0.56, 1.01, -1.29], [-1.84, 0.65, -1.41], [-1.09, -1.44, -2.61], [-2.04, -0.83, -1.81], [-0.19, -0.87, -2.86], [-1.32, -2.72, -3.11], [-2.50, 0.84, -0.54], [-3.19, -1.50, -1.41], [-0.59, -3.17, -3.78], [-2.50, -3.40, -2.74], [-3.43, -2.79, -1.89], [-3.89, -1.00, -0.74], [-2.67, -4.41, -3.11], [-4.35, -3.32, -1.61], [0.78, 3.76, 2.16], [0.17, 2.24, 0.72], [2.62, 4.13, 1.99], [0.07, 3.35, 3.84], [-0.08, 5.37, 1.67], [3.12, 3.56, 1.20], [3.13, 3.95, 2.95], [2.72, 5.20, 1.75], [0.35, 5.80, 0.76], [0.07, 6.08, 2.50], [-1.16, 5.23, 1.51], [-0.51, 2.41, 3.83], [-0.62, 4.18, 4.11], [0.87, 3.30, 4.59], [2.74, -2.67, 3.83], [1.79, -2.01, 4.84], [0.67, -1.41, 4.01], [1.13, -1.50, 2.61], [2.55, -1.88, 2.55], [3.78, -2.68, 4.15], [2.43, -3.70, 3.64], [2.30, -1.21, 5.37], [1.39, -2.72, 5.57], [-0.28, -1.94, 4.08], [0.50, -0.35, 4.22], [3.14, -0.96, 2.55], [2.72, -2.43, 1.63]],
  "homo_ev": [-4.7, -6.7],
  "homo_lumo_gap_ev": [5.05, 5.52],
  "s2": 6.02,
  "total_charge": 0,
  "relative_energy_ev": 0.232,
  "spin_multiplicity": 5
}



2.
{
  "formula": "C31H56CrN3O2P2",
  "method": "ωB97M-V/def2-TZVPD",
  "symbols": ["C", "C", "C", "C", "C", "H", "H", "H", "N", "P", "P", "C", "H", "H", "C", "H", "C", "C", "C", "C", "C", "H", "H", "H", "C", "H", "H", "H", "C", "H", "H", "H", "C", "H", "H", "H", "C", "H", "H", "H", "C", "H", "H", "H", "C", "H", "H", "H", "C", "H", "H", "H", "C", "H", "H", "H", "C", "H", "H", "H", "C", "H", "H", "H", "C", "H", "H", "H", "Cr", "C", "O", "N", "C", "C", "C", "C", "C", "H", "H", "H", "H", "H", "H", "H", "H", "H", "C", "C", "N", "O", "H", "H", "H", "H", "H"],
  "xyz": [[-1.90, -1.61, 1.59], [-0.19, -2.62, 0.33], [-2.43, -2.85, 1.86], [-0.93, -3.83, 0.25], [-1.99, -3.99, 1.15], [-3.28, -2.84, 2.57], [-0.40, -4.67, -0.20], [-2.46, -4.96, 1.38], [-0.80, -1.48, 0.85], [-2.12, 1.15, 1.12], [2.15, -1.07, 0.21], [-2.56, -0.34, 2.11], [-3.64, -0.54, 2.13], [-2.22, -0.21, 3.16], [1.18, -2.61, 0.00], [1.53, -3.32, -0.78], [3.27, -0.39, -1.31], [3.12, -1.99, 1.53], [-3.42, 1.13, -0.28], [-2.47, 2.63, 2.27], [2.78, 0.97, -1.84], [2.79, 1.75, -1.07], [3.45, 1.31, -2.65], [1.77, 0.90, -2.24], [4.71, -0.18, -0.85], [4.79, 0.55, -0.04], [5.21, -1.11, -0.54], [5.30, 0.22, -1.69], [3.21, -1.40, -2.46], [3.87, -1.09, -3.28], [3.52, -2.40, -2.14], [2.19, -1.44, -2.87], [4.01, -1.00, 2.25], [3.44, -0.13, 2.61], [4.42, -1.51, 3.13], [4.85, -0.66, 1.63], [2.14, -2.63, 2.54], [1.49, -1.87, 2.98], [1.53, -3.42, 2.11], [2.72, -3.09, 3.36], [3.88, -3.11, 0.79], [3.28, -3.56, -0.01], [4.83, -2.79, 0.34], [4.09, -3.92, 1.49], [-2.39, 3.90, 1.41], [-2.42, 4.79, 2.06], [-1.44, 3.92, 0.86], [-3.22, 4.00, 0.70], [-1.36, 2.71, 3.33], [-1.31, 1.82, 3.96], [-0.38, 2.90, 2.89], [-1.59, 3.56, 4.00], [-3.82, 2.54, 3.02], [-3.95, 1.57, 3.51], [-3.83, 3.31, 3.80], [-4.68, 2.74, 2.38], [-3.58, -0.30, -0.79], [-4.07, -0.96, -0.05], [-4.21, -0.31, -1.69], [-2.60, -0.73, -1.05], [-2.86, 2.04, -1.38], [-1.96, 1.59, -1.84], [-3.64, 2.16, -2.15], [-2.61, 3.03, -1.01], [-4.81, 1.64, 0.13], [-5.22, 1.09, 0.99], [-4.82, 2.72, 0.34], [-5.50, 1.47, -0.72], [0.14, 0.26, 0.44], [0.67, 0.46, 2.14], [1.03, 0.64, 3.26], [-0.22, 0.03, -1.53], [-0.60, -0.33, -2.62], [-0.60, -1.44, -3.65], [0.13, -2.82, -3.43], [-2.10, -1.84, -3.59], [0.01, -0.74, -4.90], [1.22, -2.81, -3.39], [-0.20, -3.40, -2.56], [-0.06, -3.50, -4.28], [-2.76, -0.96, -3.50], [-2.41, -2.45, -4.46], [-2.26, -2.45, -2.68], [0.28, -1.49, -5.68], [-0.70, 0.01, -5.31], [0.94, -0.17, -4.65], [2.70, 3.35, 1.37], [1.61, 3.75, 0.43], [1.68, 5.02, -0.02], [0.66, 3.01, 0.08], [3.46, 4.13, 1.45], [3.19, 2.42, 1.05], [2.27, 3.16, 2.36], [1.02, 5.33, -0.72], [2.44, 5.63, 0.23]],
  "homo_ev": [-8.9, -8.9],
  "homo_lumo_gap_ev": [6.24, 5.33],
  "s2": 6.05,
  "total_charge": 1,
  "spin_multiplicity": 5
}



3.
{
  "formula": "C9H18OPPb",
  "method": "ωB97M-V/def2-TZVPD",
  "symbols": ["C", "C", "C", "C", "C", "Pb", "P", "H", "H", "H", "H", "H", "H", "H", "H", "C", "C", "O", "C", "C", "H", "H", "H", "H", "H", "H", "H", "H", "H", "H"],
  "xyz": [[-0.27, -3.32, -1.08], [1.12, -3.13, -0.74], [1.64, -1.98, -1.52], [0.56, -1.45, -2.33], [-0.65, -2.26, -2.05], [-0.18, -1.07, 0.00], [-1.17, -1.44, 2.28], [-1.00, -3.97, -0.55], [1.71, -3.71, -0.03], [2.67, -1.62, -1.51], [-1.65, -2.09, -2.48], [0.59, -0.55, -2.97], [-0.49, -0.58, 3.16], [-1.02, -2.78, 2.62], [-2.52, -1.06, 2.16], [1.02, 2.18, -1.27], [1.37, 1.60, 0.04], [0.19, 1.12, 0.77], [-1.16, 1.72, 0.72], [-1.07, 2.67, 1.85], [0.58, 1.48, -1.98], [1.96, 2.51, -1.66], [0.38, 3.05, -1.17], [2.05, 0.72, -0.03], [1.70, 2.27, 0.84], [-1.27, 2.10, -0.29], [-1.93, 0.91, 0.89], [-0.26, 3.37, 1.69], [-2.00, 3.17, 1.86], [-0.91, 2.15, 2.78]],
  "homo_ev": [0.5, 0.5],
  "homo_lumo_gap_ev": [2.64, 2.64],
  "total_charge": -1,
  "relative_energy_ev": 4.461
}



4.
{
  "formula": "C5H9N3O",
  "method": "ωB97M-V/def2-TZVPD",
  "symbols": ["C", "N", "C", "C", "N", "C", "C", "N", "O", "H", "H", "H", "H", "H", "H", "H", "H", "H"],
  "xyz": [[0.48, 2.07, -0.76], [-0.66, 1.57, -0.61], [-0.88, 0.42, 0.13], [-2.11, 0.21, 0.61], [0.19, -0.48, 0.37], [0.51, -0.82, 1.74], [0.95, -1.01, -0.64], [0.49, -0.77, -1.91], [1.97, -1.63, -0.43], [0.56, 2.97, -1.35], [1.41, 1.68, -0.33], [-2.87, 0.95, 0.45], [-2.36, -0.65, 1.20], [1.46, -1.36, 1.71], [-0.25, -1.46, 2.18], [0.61, 0.08, 2.34], [-0.47, -0.51, -2.06], [0.96, -1.27, -2.64]],
  "smiles": "C=NC(=C)N(C)C(N)=O",
  "homo_ev": -9.0,
  "homo_lumo_gap_ev": 9.48,
  "total_charge": 0,
  "relative_energy_ev": 1.235
}



5.
{
  "formula": "C26H62O24Tl",
  "method": "ωB97M-V/def2-TZVPD",
  "symbols": ["Tl", "C", "C", "C", "O", "C", "C", "C", "O", "O", "O", "H", "H", "C", "C", "O", "O", "H", "H", "H", "H", "H", "H", "C", "C", "O", "O", "H", "H", "H", "H", "H", "H", "C", "C", "O", "O", "H", "H", "H", "H", "H", "H", "C", "C", "O", "O", "H", "H", "H", "H", "H", "H", "C", "C", "O", "O", "H", "H", "H", "H", "H", "H", "C", "C", "O", "O", "H", "H", "H", "H", "H", "H", "C", "C", "O", "O", "H", "H", "H", "H", "H", "H", "C", "C", "O", "O", "H", "H", "H", "H", "H", "H", "C", "C", "O", "O", "H", "H", "H", "H", "H", "H", "C", "C", "O", "O", "H", "H", "H", "H", "H", "H"],
  "xyz": [[-1.36, 4.75, 2.70], [-1.15, 0.22, -0.09], [-1.05, 1.38, 0.76], [0.10, 1.44, 1.70], [0.24, 2.42, 2.36], [1.02, 0.30, 1.75], [0.99, -0.77, 0.78], [-0.17, -0.80, -0.17], [-0.36, -1.79, -0.84], [1.90, -1.50, 0.70], [-1.96, 2.18, 0.96], [-2.07, 0.20, -0.66], [1.90, 0.37, 2.40], [-5.06, 3.65, 0.26], [-4.98, 2.39, -0.53], [-4.20, 1.45, 0.14], [-3.78, 4.28, 0.32], [-5.47, 3.44, 1.25], [-5.76, 4.39, -0.16], [-4.64, 2.52, -1.57], [-5.98, 1.94, -0.62], [-3.30, 1.80, 0.22], [-3.53, 4.43, -0.60], [2.30, 5.61, 2.08], [2.37, 4.68, 3.26], [1.22, 4.81, 4.11], [1.15, 5.28, 1.25], [3.19, 5.38, 1.49], [2.21, 6.64, 2.44], [3.28, 4.88, 3.83], [2.51, 3.65, 2.89], [1.53, 4.70, 5.02], [1.30, 5.78, 0.44], [-0.89, 2.69, -2.88], [-2.32, 2.95, -2.52], [-2.50, 3.73, -1.33], [-0.29, 3.77, -3.56], [-0.69, 1.76, -3.41], [-0.33, 2.58, -1.93], [-2.89, 2.00, -2.52], [-2.83, 3.56, -3.27], [-2.29, 3.16, -0.56], [-0.39, 4.59, -3.06], [5.74, -1.16, -2.08], [5.61, -2.46, -1.31], [4.57, -2.44, -0.35], [4.62, -0.87, -2.89], [6.71, -1.17, -2.61], [5.83, -0.30, -1.41], [6.56, -2.59, -0.76], [5.54, -3.34, -1.96], [3.76, -2.56, -0.91], [4.47, -1.64, -3.47], [1.95, -3.21, -2.99], [2.78, -3.93, -4.01], [3.96, -3.19, -4.29], [2.46, -3.36, -1.65], [0.95, -3.64, -3.07], [1.93, -2.16, -3.29], [2.25, -4.22, -4.92], [3.10, -4.88, -3.54], [4.60, -3.63, -4.85], [1.67, -3.37, -1.09], [5.80, 1.13, 2.61], [4.48, 1.57, 3.11], [3.86, 0.52, 3.89], [5.64, 0.18, 1.59], [6.35, 0.67, 3.44], [6.42, 1.97, 2.27], [3.77, 1.85, 2.32], [4.60, 2.44, 3.77], [3.44, 0.89, 4.67], [6.49, -0.09, 1.22], [-2.79, 1.64, 4.36], [-1.97, 2.31, 5.43], [-0.82, 2.95, 4.92], [-3.31, 2.65, 3.49], [-3.57, 1.11, 4.91], [-2.12, 0.98, 3.80], [-1.74, 1.64, 6.27], [-2.61, 3.04, 5.95], [0.00, 2.50, 5.11], [-4.14, 2.28, 3.15], [-4.01, -2.86, -0.32], [-4.17, -1.85, -1.42], [-3.99, -2.45, -2.74], [-2.65, -3.26, -0.14], [-4.68, -3.70, -0.55], [-4.43, -2.38, 0.56], [-3.49, -0.99, -1.34], [-5.17, -1.40, -1.43], [-4.84, -2.51, -3.17], [-2.25, -3.18, -1.01], [-1.75, -1.32, -4.46], [-2.70, -2.01, -3.52], [-2.14, -3.00, -2.70], [-0.64, -0.69, -3.74], [-2.29, -0.57, -5.04], [-1.24, -2.03, -5.12], [-3.42, -2.53, -4.15], [-3.21, -1.28, -2.88], [-1.51, -2.58, -2.09], [-0.50, -1.20, -2.94], [-0.55, -6.51, 1.06], [-0.77, -5.06, 0.82], [0.43, -4.44, 0.24], [0.22, -6.70, 2.27], [-0.04, -7.02, 0.24], [-1.53, -6.96, 1.24], [-1.02, -4.56, 1.77], [-1.58, -4.88, 0.11], [0.17, -3.52, 0.13], [-0.07, -7.54, 2.64]],
  "homo_ev": -10.0,
  "homo_lumo_gap_ev": 2.49,
  "total_charge": 1,
  "relative_energy_ev": 8.553
}



6.
{
  "formula": "C3H9OPS",
  "method": "ωB97M-V/def2-TZVPD",
  "symbols": ["C", "C", "P", "C", "O", "S", "H", "H", "H", "H", "H", "H", "H", "H", "H"],
  "xyz": [[-1.01, 1.63, 0.01], [-1.16, 0.17, 0.40], [0.10, -0.93, -0.37], [1.72, -0.09, -0.24], [0.19, -2.07, 1.00], [-0.29, -1.78, -2.07], [-0.93, 1.73, -1.07], [-1.87, 2.20, 0.35], [-0.12, 2.06, 0.46], [-2.14, -0.22, 0.09], [-1.07, 0.03, 1.48], [2.49, -0.81, -0.51], [1.75, 0.74, -0.95], [1.88, 0.27, 0.77], [0.46, -2.92, 0.66]],
  "smiles": "CC[P@@](C)(O)=S",
  "homo_ev": -9.0,
  "homo_lumo_gap_ev": 9.75,
  "total_charge": 0,
  "relative_energy_ev": 0.000
}



7.
{
  "formula": "C27H33IN10O5SSeSn",
  "method": "ωB97M-V/def2-TZVPD",
  "symbols": ["Sn", "N", "C", "N", "C", "N", "C", "C", "N", "C", "C", "N", "H", "H", "H", "H", "H", "N", "C", "C", "C", "N", "H", "H", "H", "H", "H", "H", "H", "H", "H", "H", "I", "C", "C", "C", "C", "C", "C", "C", "O", "O", "H", "H", "H", "H", "N", "C", "C", "C", "C", "C", "C", "S", "O", "O", "O", "H", "H", "H", "H", "H", "H", "C", "N", "C", "C", "N", "C", "C", "Se", "H", "H", "H", "H", "H", "H", "H", "H"],
  "xyz": [[0.12, 0.77, -0.42], [-3.89, 3.10, 0.12], [-2.67, 3.22, -0.41], [-2.18, 2.02, -0.62], [-3.16, 1.18, -0.16], [-4.22, 1.81, 0.30], [-2.96, -0.28, -0.10], [-3.97, -1.12, 0.20], [-3.71, -2.44, 0.50], [-2.52, -2.87, 0.31], [-1.43, -2.06, -0.27], [-1.66, -0.69, -0.23], [-4.53, 3.82, 0.40], [-2.21, 4.17, -0.64], [-4.99, -0.76, 0.30], [-2.29, -3.89, 0.59], [-0.45, -2.32, 0.14], [3.01, 1.19, -0.40], [3.75, 2.02, 0.55], [3.38, 3.50, 0.42], [1.95, 3.86, 0.83], [0.95, 3.51, -0.19], [3.26, 0.21, -0.29], [3.25, 1.44, -1.35], [4.83, 1.92, 0.44], [3.49, 1.69, 1.56], [3.56, 3.84, -0.61], [4.06, 4.07, 1.06], [1.91, 4.92, 1.08], [1.69, 3.31, 1.74], [1.05, 4.10, -1.02], [0.03, 3.68, 0.19], [-0.15, 1.25, 8.63], [-0.08, 1.15, 6.55], [0.49, 0.04, 5.94], [0.53, -0.02, 4.55], [0.02, 1.02, 3.79], [-0.55, 2.12, 4.42], [-0.59, 2.20, 5.80], [0.07, 0.95, 2.30], [-0.53, 1.83, 1.61], [0.71, 0.02, 1.74], [0.88, -0.77, 6.53], [0.97, -0.87, 4.05], [-0.95, 2.92, 3.81], [-1.02, 3.06, 6.29], [0.01, 3.20, -4.13], [-0.48, 1.91, -3.96], [0.37, 0.81, -4.06], [-0.09, -0.47, -3.80], [-1.42, -0.66, -3.44], [-2.29, 0.43, -3.35], [-1.82, 1.70, -3.62], [-1.98, -2.26, -2.98], [-1.10, -2.55, -1.73], [-3.36, -2.16, -2.63], [-1.55, -3.20, -3.98], [0.88, 3.27, -4.63], [-0.66, 3.89, -4.41], [1.41, 0.96, -4.34], [0.58, -1.32, -3.87], [-3.32, 0.26, -3.07], [-2.50, 2.55, -3.57], [1.14, -4.77, -2.94], [1.25, -4.66, -1.50], [0.72, -5.57, -0.60], [1.02, -5.13, 0.63], [1.71, -3.94, 0.48], [2.23, -3.13, 1.57], [1.84, -3.64, -0.83], [2.66, -2.15, -1.55], [1.37, -5.79, -3.24], [1.87, -4.09, -3.39], [0.14, -4.49, -3.27], [0.19, -6.44, -0.93], [0.79, -5.55, 1.60], [2.14, -3.70, 2.49], [1.69, -2.20, 1.66], [3.28, -2.91, 1.38]],
  "homo_ev": -7.2,
  "homo_lumo_gap_ev": 7.47,
  "total_charge": 0,
  "relative_energy_ev": 1.446
}



8.
{
  "formula": "C14H42O11",
  "method": "ωB97M-V/def2-TZVPD",
  "symbols": ["O", "C", "C", "O", "H", "H", "H", "H", "H", "H", "O", "C", "C", "O", "H", "H", "H", "H", "H", "H", "O", "C", "C", "O", "H", "H", "H", "H", "H", "H", "O", "C", "C", "O", "H", "H", "H", "H", "H", "H", "C", "C", "O", "H", "H", "H", "H", "H", "H", "C", "C", "O", "H", "H", "H", "H", "H", "H", "C", "C", "O", "H", "H", "H", "H", "H", "H"],
  "xyz": [[-5.23, -1.56, -0.79], [-3.98, -2.24, -0.76], [-2.95, -1.24, -0.37], [-1.78, -1.91, 0.00], [-5.53, -1.28, 0.05], [-3.81, -2.99, -0.04], [-3.87, -2.77, -1.79], [-3.39, -0.63, 0.45], [-2.75, -0.51, -1.16], [-1.26, -1.13, 0.38], [3.74, -0.58, -0.54], [4.46, 0.62, -0.90], [3.84, 1.72, -0.21], [4.50, 2.94, -0.47], [3.90, -1.18, -1.25], [5.46, 0.52, -0.35], [4.51, 0.77, -1.91], [3.79, 1.53, 0.81], [2.84, 1.72, -0.76], [4.18, 3.32, -1.29], [1.35, -0.26, -2.46], [-0.07, -0.07, -2.45], [-0.42, 1.32, -2.36], [-0.15, 1.77, -1.07], [1.59, -0.16, -1.54], [-0.58, -0.55, -3.33], [-0.30, -0.59, -1.55], [-1.46, 1.31, -2.37], [0.12, 1.85, -3.14], [-0.48, 2.59, -0.86], [-1.58, -4.74, -1.69], [-0.38, -4.84, -2.50], [0.40, -3.72, -2.31], [1.48, -3.88, -3.20], [-1.48, -4.04, -1.04], [0.08, -5.81, -2.29], [-0.68, -4.79, -3.58], [0.83, -3.59, -1.32], [-0.15, -2.84, -2.56], [1.21, -4.38, -3.97], [-2.89, 1.75, 2.83], [-2.54, 2.32, 1.57], [-3.08, 3.57, 1.23], [-4.02, 1.50, 2.74], [-2.86, 2.46, 3.62], [-2.42, 0.74, 3.01], [-2.81, 1.60, 0.73], [-1.53, 2.41, 1.46], [-3.80, 3.38, 0.61], [0.97, -1.59, 0.97], [0.66, -0.24, 1.51], [-0.71, -0.06, 1.30], [0.28, -2.37, 1.37], [1.97, -1.93, 1.21], [0.96, -1.59, -0.08], [1.30, 0.46, 0.93], [0.86, 0.05, 2.52], [-0.80, 0.83, 1.02], [1.01, 2.91, 3.74], [1.76, 2.71, 2.53], [2.49, 3.94, 2.25], [0.48, 1.93, 4.02], [0.29, 3.69, 3.69], [1.75, 3.02, 4.56], [1.12, 2.69, 1.59], [2.46, 1.90, 2.59], [3.07, 4.23, 2.94]],
  "smiles": "OCCO.OCCO.OCCO.OCCO.CCO.CCO.CCO",
  "homo_ev": -9.9,
  "homo_lumo_gap_ev": 10.23,
  "total_charge": 0,
  "relative_energy_ev": 3.492
}